A molecular structure, C55H119AsF6N7OP2 at a distorted geometry. Source: OMol25; level of theory: ωB97M-V with the def2-TZVPD basis set.

Last column: Mulliken charge in e.
CARTESIAN COORDINATES (ANGSTROEM)
As  -1.269852  -8.513562  11.294379  2.0570
F  -1.268966  -6.893434  10.585257  -0.5033
F  -2.685639  -9.037782  10.266741  -0.5229
F  -1.164779  -10.176709  11.928945  -0.4794
F  0.083220  -8.132422  12.380600  -0.4899
F  -2.323950  -7.962308  12.655247  -0.5151
F  -0.054384  -9.166234  10.097487  -0.5445
C  -0.176222  -13.063498  4.631506  -0.9301
N  -0.393243  -14.032374  5.843498  -0.2095
C  -0.471634  -13.198261  7.159536  -0.8992
C  -1.635226  -14.836027  5.577894  -0.8219
C  0.857419  -14.995105  6.029397  -0.4207
C  2.275854  -14.356346  5.912402  -0.5411
O  2.586148  -14.133499  4.521936  -0.5052
H  -0.056455  -13.689243  3.747088  0.3773
H  0.677889  -12.462388  4.943379  0.4383
H  -1.070113  -12.446770  4.538314  0.3731
H  -1.213733  -12.399932  7.166961  0.3836
H  0.422643  -12.649174  7.454269  0.3248
H  -0.833825  -14.002998  7.799321  0.4133
H  -2.437298  -14.105744  5.470785  0.3462
H  -1.577694  -15.520587  6.424166  0.4377
H  -1.500093  -15.378966  4.642449  0.3655
H  0.686779  -15.852451  5.378292  0.5089
H  0.768587  -15.506473  6.987892  0.4118
H  2.945327  -15.085496  6.368739  0.3548
H  2.370070  -13.355755  6.334344  0.2450
H  2.666258  -14.949476  4.022591  0.3467
C  1.361786  -7.888699  3.850667  -1.1261
C  1.452320  -7.285198  5.191724  -0.4569
N  0.302070  -6.393984  5.267880  0.2382
C  0.418508  -5.046340  4.970146  -0.4374
C  -0.737318  -4.378415  5.293798  -0.2673
N  -1.589592  -5.373695  5.843407  0.1594
C  -0.914122  -6.610172  5.763430  -0.2426
C  -2.877200  -5.066655  6.297635  -0.8470
H  2.241691  -8.526744  3.768427  0.3628
H  1.540036  -7.036002  3.195501  0.3859
H  0.463991  -8.437130  3.565572  0.3265
H  2.384119  -6.731766  5.308126  0.2897
H  1.435652  -8.100621  5.914832  0.3436
H  1.240951  -4.517580  4.511453  0.4092
H  -0.907481  -3.313536  5.352740  0.3990
H  -1.260787  -7.541706  6.185870  0.4596
H  -3.754317  -5.409343  5.748696  0.3338
H  -3.007218  -3.987153  6.374349  0.3014
H  -2.858340  -5.301502  7.361869  0.3688
C  -11.416437  -7.315358  15.075574  -0.9586
C  -10.799195  -6.060133  14.407849  -0.5936
N  -9.740785  -6.514818  13.466867  0.2143
C  -8.367834  -6.668250  13.791811  -0.5703
C  -7.767224  -7.176912  12.729538  -0.5700
N  -8.644423  -7.191267  11.601877  0.1562
C  -9.817686  -6.715130  12.093256  -0.0957
C  -8.459742  -7.784373  10.300481  -0.7983
H  -11.769276  -8.031571  14.333511  0.3322
H  -12.242700  -6.978567  15.701636  0.3544
H  -10.583638  -7.664213  15.686180  0.3281
H  -10.291811  -5.437726  15.144917  0.2952
H  -11.504928  -5.470653  13.822576  0.3859
H  -7.933328  -6.459613  14.758280  0.4899
H  -6.763651  -7.505013  12.502380  0.6361
H  -10.772420  -6.576064  11.607923  0.4058
H  -7.931808  -7.128819  9.607911  0.3223
H  -9.460769  -7.754209  9.870218  0.3038
H  -7.966924  -8.752490  10.389742  0.3622
C  -6.426223  -2.400005  12.677894  -1.1480
C  -5.063406  -1.751614  12.950487  -0.2894
N  -4.190794  -2.533510  13.873651  0.2247
C  -4.521757  -3.118563  15.043934  -0.4102
C  -3.441225  -3.725356  15.605127  -0.4070
N  -2.401710  -3.520031  14.700114  0.1342
C  -2.943846  -2.903183  13.610320  -0.1323
C  -1.085428  -4.121663  14.839340  -0.7875
H  -6.413910  -3.257991  12.005713  0.3167
H  -7.060323  -1.785547  12.038791  0.4072
H  -6.929214  -2.715758  13.591897  0.3333
H  -5.162267  -0.770494  13.414955  0.2907
H  -4.499655  -1.627615  12.025883  0.2795
H  -5.489694  -2.867172  15.451719  0.4340
H  -3.265136  -4.385070  16.441881  0.4110
H  -2.424115  -2.712753  12.682942  0.3477
H  -0.228749  -3.466977  14.679411  0.3048
H  -0.940296  -4.885819  14.075734  0.4174
H  -1.021532  -4.628427  15.802262  0.2693
C  3.322539  -12.400351  14.269014  -1.5033
C  4.628634  -11.676405  14.116745  -0.6157
C  5.708067  -12.081830  13.196880  -0.1709
C  6.843194  -11.046069  13.071461  -0.9615
P  8.488540  -11.684524  12.749563  0.9458
C  8.587730  -12.126661  10.845491  -1.1198
C  7.720119  -11.278132  9.941402  -0.3244
C  7.649893  -11.837118  8.555179  -0.5638
C  7.020408  -10.785941  7.598156  -1.3561
C  9.778622  -10.377298  13.185506  -0.7830
C  9.655431  -8.872536  12.654616  -0.7509
C  8.652277  -8.018212  13.395676  -0.3500
C  8.877058  -7.964170  14.929567  -1.4209
C  8.802370  -13.229002  13.668281  -0.8301
C  9.908902  -14.156144  13.068185  -0.8104
C  11.409621  -13.737565  13.356060  -0.4794
C  11.869494  -13.560362  14.880770  -1.0491
H  2.546245  -11.890010  14.839114  0.3910
H  3.483689  -13.282694  14.888365  0.3707
H  2.908720  -12.719914  13.312599  0.3216
H  5.084590  -11.490413  15.089173  0.3566
H  4.273676  -10.696890  13.796356  0.3145
H  5.239460  -12.173364  12.217013  0.1840
H  5.968585  -13.095911  13.499980  0.1224
H  6.939893  -10.558051  14.041299  0.5889
H  6.705190  -10.291381  12.297193  0.5453
H  8.309222  -13.180427  10.856218  0.6728
H  9.593093  -12.006653  10.441823  0.4756
H  8.292056  -10.352386  10.004483  0.1536
H  6.715691  -11.064330  10.306814  0.2197
H  7.126410  -12.793180  8.559314  0.3927
H  8.625656  -12.088926  8.139758  0.4069
H  7.118492  -11.085424  6.554708  0.4228
H  7.560194  -9.839089  7.583762  0.3477
H  5.946811  -10.662373  7.740331  0.3174
H  10.690599  -10.780812  12.745538  0.3185
H  9.902431  -10.501582  14.261298  0.5709
H  9.435886  -8.867106  11.586970  0.2377
H  10.624783  -8.374885  12.682750  0.4608
H  7.589312  -8.198082  13.234944  0.2228
H  8.638147  -7.007404  12.988032  0.4691
H  8.091186  -7.330444  15.340554  0.4239
H  9.727106  -7.338636  15.202016  0.3827
H  8.805747  -8.900789  15.482521  0.3227
H  7.840794  -13.737206  13.596198  0.2806
H  8.969573  -13.014626  14.723827  0.5411
H  9.857464  -14.252102  11.983634  0.2741
H  9.732147  -15.152664  13.472913  0.5098
H  11.622147  -12.808716  12.826760  0.1353
H  12.134171  -14.387619  12.865596  0.5051
H  12.833925  -13.999705  15.135644  0.3391
H  11.123775  -14.012232  15.534850  0.3018
H  11.889677  -12.502539  15.142874  0.2446
C  4.684849  -5.073094  9.585828  -1.3229
C  6.043136  -4.557927  9.743342  -0.2992
C  6.026244  -3.109645  10.229911  -0.6827
C  5.665991  -1.995360  9.223394  -0.9052
P  6.115872  -0.169840  9.490830  0.8863
C  7.959102  0.016407  9.562948  -1.0792
C  8.735409  -0.405060  8.267206  -0.1545
C  10.064818  0.353519  8.260180  -0.7770
C  10.076240  1.773815  7.918205  -1.1848
C  5.351850  0.760618  8.044291  -1.4120
C  5.739830  2.233280  7.676347  -0.1655
C  4.902443  2.751802  6.491553  -0.6541
C  5.223763  2.051055  5.222728  -1.1553
C  5.476366  0.600155  11.046959  -1.4405
C  4.797397  -0.326488  12.155383  -0.4264
C  4.466565  0.519066  13.446647  -0.8502
C  3.025572  1.214390  13.415237  -1.1471
H  4.101199  -4.525708  8.845676  0.3172
H  4.126015  -5.137823  10.519421  0.3151
H  4.823583  -6.094892  9.232576  0.4037
H  6.518384  -4.561616  8.762398  0.3210
H  6.578803  -5.212872  10.430520  0.2204
H  7.049805  -2.748931  10.331377  0.4066
H  5.624000  -2.986610  11.235481  0.2388
H  4.589024  -2.087672  9.082906  0.5961
H  6.260074  -2.024809  8.310006  0.4839
H  8.412997  -0.339054  10.488018  0.6598
H  7.927150  1.097950  9.694694  0.3968
H  8.247211  0.006152  7.383657  0.1587
H  8.988653  -1.455345  8.122858  0.3886
H  10.779154  -0.271879  7.724744  0.4138
H  10.603789  0.386352  9.207021  0.3140
H  9.546542  2.362337  8.667311  0.2689
H  9.609185  1.977808  6.954698  0.2576
H  11.031744  2.294759  7.857110  0.4102
H  4.284810  0.630858  8.225166  0.6315
H  5.474246  0.204580  7.114801  0.5432
H  6.788892  2.304168  7.389047  0.0481
H  5.520346  2.881969  8.524361  0.3983
H  4.944030  3.840858  6.509784  0.3862
H  3.833739  2.664717  6.687482  0.3389
H  4.997260  1.002602  5.028947  0.2862
H  6.280389  2.238489  5.031650  0.2853
H  4.598771  2.258183  4.354060  0.3992
H  4.818057  1.294460  10.524779  0.6722
H  6.233956  1.307956  11.383358  0.7173
H  5.371939  -1.191806  12.485874  0.3484
H  3.764980  -0.601708  11.939834  0.3066
H  5.310869  1.200336  13.552077  0.4340
H  4.550830  0.052332  14.428050  0.4196
H  3.091252  1.890909  14.267356  0.3715
H  2.266426  0.438150  13.511484  0.3078
H  2.760299  1.782302  12.523501  0.3060

Atoms 1-3, force components in eV/Å:
0.7 -2.3 1.1
-0.1 -1.0 0.2
1.6 1.0 1.0

Values from the calculation:
Orbital gap = 0.357 hartree
Molecular weight = 1145.46 g/mol
DFT total energy = -6141.58839 Eh
F_max = 4.66 eV/Å
Net charge = +5